(1)
A gas-phase ion, C5H13N2 (charge +2), computed with the ωB97M-V functional and the def2-TZVPD basis.

Properties
**Expectation value of S²**: 0.75
**Net charge**: +2
**Relative energy (zero: lowest compared OMol25 entry of this formula, charge and spin)**: 328.2 kJ/mol
**Multiplicity**: 2
**Calculated total energy**: -307.04128 hartree
**Orbital gap (spin up / spin down)**: 11.238 / 5.765 eV

```
20
C5H13N2 the ωB97M-V functional and the def2-TZVPD basis
C -0.947 -0.999 -2.499
C -0.820 -1.044 -1.018
C 0.603 -1.250 -0.395
C 1.358 -0.023 0.148
N 0.927 0.357 1.483
C -0.199 0.992 1.712
N -0.724 1.867 0.855
H -0.867 -2.079 -2.783
H -0.193 -0.434 -3.046
H -1.929 -0.672 -2.865
H -1.597 -1.710 -0.651
H -0.968 0.038 -0.646
H 0.531 -1.971 0.420
H 1.168 -1.642 -1.250
H 1.243 0.809 -0.549
H 2.410 -0.285 0.185
H 1.466 0.049 2.288
H -0.596 0.958 2.728
H -0.059 2.416 0.318
H -1.641 2.234 1.089
```

=====

(2)
A gas-phase ion, C5H13N2O (charge +1), computed with the ωB97M-V functional and the def2-TZVPD basis.

Properties
**Net charge**: +1
**Structure (SMILES)**: C[NH2+]CC[C@@H](N)C=O
**Relative energy (zero: lowest compared OMol25 entry of this formula, charge and spin)**: 146.5 kJ/mol
**Calculated total energy**: -382.80585 hartree
**Orbital gap**: 10.232 eV

```
21
C5H13N2O the ωB97M-V functional and the def2-TZVPD basis
C -1.931 -0.757 1.744
N -0.918 0.280 1.398
C -1.044 0.789 -0.013
C -0.254 -0.042 -1.026
C 1.219 0.352 -1.017
N 1.752 -0.011 0.283
C 2.027 -0.212 -2.182
O 2.624 -1.235 -2.051
H -1.878 -1.025 2.794
H -1.818 -1.658 1.150
H -2.903 -0.314 1.533
H -0.904 1.053 2.057
H 0.010 -0.160 1.470
H -2.101 0.809 -0.256
H -0.629 1.794 -0.020
H -0.240 -1.111 -0.767
H -0.876 -0.020 -1.921
H 1.238 1.447 -1.035
H 2.152 -0.927 0.279
H 2.422 0.614 0.715
H 2.051 0.335 -3.136
```

=====

(3)
A gas-phase ion, C5H13N2O (charge +1), computed with the ωB97M-V functional and the def2-TZVPD basis.

Properties
**Net charge**: +1
**Structure (SMILES)**: CC/[N+](C)=C(/O)CN
**Relative energy (zero: lowest compared OMol25 entry of this formula, charge and spin)**: 139.3 kJ/mol
**Calculated total energy**: -382.80857 hartree
**Orbital gap**: 11.275 eV

```
21
C5H13N2O the ωB97M-V functional and the def2-TZVPD basis
C 0.610 -0.440 -2.467
C 1.314 -0.552 -1.106
N 0.923 0.350 -0.070
C 1.659 1.535 0.348
C -0.286 0.169 0.408
O -0.708 1.072 1.215
C -1.289 -0.969 0.304
N -2.121 -0.961 1.532
H 0.771 -1.274 -3.145
H -0.468 -0.323 -2.314
H 0.933 0.450 -2.990
H 2.388 -0.563 -1.313
H 1.193 -1.631 -0.809
H 1.942 1.600 1.392
H 1.053 2.446 0.244
H 2.526 1.676 -0.285
H -1.458 0.845 1.814
H -0.836 -1.947 0.150
H -1.916 -1.040 -0.587
H -3.097 -1.115 1.305
H -1.794 -1.562 2.276
```

=====

(4)
3 unconnected molecules or ions with the total composition C5H13N2O, computed with the ωB97M-V functional and the def2-TZVPD basis.

Properties
**Net charge**: +1
**Relative energy (zero: lowest compared OMol25 entry of this formula, charge and spin)**: 835.7 kJ/mol
**Calculated total energy**: -382.54335 hartree
**Orbital gap**: 4.135 eV

```
21
C5H13N2O the ωB97M-V functional and the def2-TZVPD basis
C 2.175 -1.519 -2.185
N -1.671 1.708 0.972
C -2.508 0.659 0.684
C -1.735 0.534 -0.673
O -0.942 -0.323 -0.802
C 1.226 -0.799 -2.736
N 0.683 0.752 2.352
C 1.135 -0.483 1.761
H 2.294 -1.606 -1.107
H 2.893 -2.096 -2.753
H -2.031 2.619 0.724
H -2.257 -0.190 1.323
H -3.583 0.756 0.612
H -2.032 1.061 -1.587
H 0.506 -0.244 -2.132
H 0.875 -0.978 -3.747
H -0.087 1.179 1.863
H 1.407 1.418 2.594
H 1.240 -0.396 0.676
H 0.355 -1.234 1.942
H 2.058 -0.817 2.218
```

=====

(5)
2 unconnected molecules or ions with the total composition C5H13N2O, computed with the ωB97M-V functional and the def2-TZVPD basis.

Properties
**Net charge**: +1
**Relative energy (zero: lowest compared OMol25 entry of this formula, charge and spin)**: 649.8 kJ/mol
**Calculated total energy**: -382.61413 hartree
**Orbital gap**: 5.960 eV

```
21
C5H13N2O the ωB97M-V functional and the def2-TZVPD basis
O 1.669 -0.005 -1.604
C 1.107 1.055 -1.725
C 0.985 2.089 -0.596
N -0.236 1.921 0.056
H 0.628 1.295 -2.692
H 1.910 1.829 -0.028
H 1.178 3.080 -1.040
H 0.251 0.960 1.087
H -0.611 2.851 0.250
C -1.417 -2.274 -0.549
C -1.215 -1.176 0.496
C 0.595 -0.026 1.697
N 0.209 -1.213 0.992
H -0.775 -2.099 -1.418
H -1.136 -3.198 -0.037
H -2.431 -2.303 -0.940
H -1.418 -0.201 0.050
H -1.858 -1.369 1.345
H 1.683 0.056 1.856
H 0.100 -0.032 2.666
H 0.780 -1.240 0.135
```

=====

(6)
A gas-phase ion, C5H13N2O (charge +1), computed with the ωB97M-V functional and the def2-TZVPD basis.

Properties
**Net charge**: +1
**Structure (SMILES)**: CNC[C@@H]([NH3+])CC=O
**Relative energy (zero: lowest compared OMol25 entry of this formula, charge and spin)**: 215.8 kJ/mol
**Calculated total energy**: -382.77943 hartree
**Orbital gap**: 9.416 eV

```
21
C5H13N2O the ωB97M-V functional and the def2-TZVPD basis
C 1.502 -1.832 2.273
N 0.248 -1.670 1.536
C 0.165 -1.415 0.124
C -0.215 0.021 -0.150
N 0.892 0.985 0.022
C -0.834 0.195 -1.518
C -1.401 1.548 -1.714
O -0.978 2.498 -1.051
H 1.999 -2.823 2.234
H 2.252 -1.047 1.959
H 1.335 -1.490 3.289
H -0.522 -2.193 1.943
H -0.646 -2.051 -0.411
H 1.141 -1.688 -0.383
H -1.002 0.105 0.628
H 0.484 1.938 0.067
H 1.520 0.666 0.769
H 1.515 0.969 -0.812
H -0.011 0.111 -2.294
H -1.532 -0.578 -1.839
H -2.180 1.860 -2.411
```

=====

(7)
2 unconnected molecules or ions with the total composition C5H13N2O, computed with the ωB97M-V functional and the def2-TZVPD basis.

Properties
**Net charge**: +1
**Relative energy (zero: lowest compared OMol25 entry of this formula, charge and spin)**: 718.8 kJ/mol
**Calculated total energy**: -382.58787 hartree
**Orbital gap**: 4.503 eV

```
21
C5H13N2O the ωB97M-V functional and the def2-TZVPD basis
C -1.464 -1.105 0.249
O -2.485 -1.878 -0.274
C -1.630 0.342 -0.146
C -0.593 1.130 0.559
C 0.695 1.017 -0.275
C 1.417 -0.072 -0.283
N 6.149 0.011 -0.061
N -2.947 0.760 0.237
H -0.342 -1.284 0.030
H -1.431 -1.102 1.356
H -2.256 -2.810 -0.363
H -1.526 0.463 -1.260
H -0.333 0.831 1.598
H -0.866 2.201 0.585
H 0.712 1.782 -1.052
H 1.583 -0.647 -1.192
H 5.173 0.014 -0.345
H 6.733 0.411 -0.804
H 6.231 0.688 0.689
H -3.042 1.649 0.713
H -3.604 0.030 0.463
```

=====

(8)
2 unconnected molecules or ions with the total composition C5H13N2O, computed with the ωB97M-V functional and the def2-TZVPD basis.

Properties
**Net charge**: +1
**Relative energy (zero: lowest compared OMol25 entry of this formula, charge and spin)**: 691.1 kJ/mol
**Calculated total energy**: -382.59842 hartree
**Orbital gap**: 4.967 eV

```
21
C5H13N2O the ωB97M-V functional and the def2-TZVPD basis
N -1.413 1.049 -1.654
C -0.301 0.364 -2.266
C 0.229 -0.670 -1.303
N -0.597 -0.951 -0.219
C -1.276 -2.453 1.523
C -0.111 -1.892 0.724
C 0.962 -1.229 1.637
O 1.314 -1.165 -1.518
H 2.965 9.059 0.930
H -2.006 1.530 -2.314
H 2.920 8.633 0.331
H 0.522 1.051 -2.486
H -0.534 -0.106 -3.231
H -1.925 0.412 -1.052
H -1.821 -1.638 2.002
H -0.974 -3.175 2.277
H -1.982 -2.968 0.871
H 0.402 -2.699 0.170
H 1.328 -1.920 2.389
H 0.520 -0.381 2.160
H 1.781 -0.852 1.029
```

=====

Q: Among the records above, which one has the highest calculated total energy?
A: C5H13N2